Computed, not measured: a molecular structure, C58H36N6O8Pb, with ωB97M-V with the def2-TZVPD basis set.

* gap between HOMO and LUMO (spin up / spin down): 5.09 / 5.12 eV
* strongest force on any atom: 0.0206 Eh/bohr
* LUMO level (spin up / spin down): -2.32 / -2.28 eV
* energy above the lowest of the compared OMol25 structures with the same formula, charge and spin: 49.0 kcal per mole
* calculated total energy: -3354.91525 a.u.
* E_HOMO (spin up / spin down): -7.408 / -7.407 eV

The geometry in XYZ format:
```
109
C58H36N6O8Pb ωB97M-V with the def2-TZVPD basis set
Pb 0.753 0.834 0.261
C 3.166 1.364 -6.864
C 3.635 1.896 -5.671
C 2.884 1.767 -4.513
C 1.666 1.086 -4.532
C 1.204 0.554 -5.731
C 1.949 0.701 -6.893
C 0.900 0.952 -3.257
C 0.948 -0.340 -2.589
C 2.085 -1.188 -2.871
C 2.327 -2.164 -1.980
C 0.091 -2.093 -1.306
N 0.056 -0.698 -1.681
C -0.704 -2.560 -0.076
C -1.144 -1.836 0.983
C -1.661 -2.468 2.200
C -1.663 -1.525 3.153
C -1.224 -0.285 2.525
C -1.062 0.942 3.233
C -0.931 0.930 4.715
C -1.947 0.574 5.596
C -1.742 0.647 6.967
C -0.521 1.066 7.473
C 0.503 1.414 6.603
C 0.297 1.353 5.235
C -0.951 2.191 2.621
N -0.702 2.391 1.304
C -0.878 3.707 1.044
C -0.779 4.307 -0.218
C -1.069 5.769 -0.305
C -0.056 6.698 -0.088
C -0.329 8.057 -0.133
C -1.618 8.498 -0.392
C -2.633 7.578 -0.612
C -2.360 6.218 -0.569
C -0.441 3.630 -1.401
C -0.370 4.257 -2.723
C 0.118 3.331 -3.567
C 0.317 2.113 -2.781
N -0.048 2.348 -1.488
C -1.229 4.398 2.278
C -1.241 3.469 3.258
N -0.973 -0.485 1.231
C -0.957 -4.034 -0.054
C -2.268 -4.516 -0.055
C -2.525 -5.877 -0.085
C -1.476 -6.785 -0.094
C -0.171 -6.321 -0.057
C 0.090 -4.960 -0.038
H 3.752 1.462 -7.769
H 4.586 2.411 -5.640
H 3.244 2.174 -3.575
H 0.258 0.027 -5.751
H 1.578 0.293 -7.824
H 2.828 -0.899 -3.593
H 3.280 -2.664 -1.865
H -1.925 -3.508 2.298
H -1.933 -1.635 4.190
H -2.914 0.275 5.211
H -2.547 0.389 7.643
H -0.371 1.130 8.542
H 1.459 1.744 6.987
H 1.090 1.619 4.547
H 0.948 6.347 0.120
H 0.466 8.771 0.041
H -1.830 9.559 -0.421
H -3.640 7.920 -0.811
H -3.147 5.492 -0.735
H -0.655 5.273 -2.943
H 0.302 3.416 -4.626
H -1.433 5.453 2.363
H -1.475 3.605 4.301
H -3.093 -3.813 -0.046
H -3.548 -6.230 -0.115
H -1.681 -7.848 -0.115
H 0.655 -7.021 -0.040
H 1.108 -4.606 0.009
O 3.880 0.711 0.861
C 4.496 -0.104 1.527
C 4.023 -1.301 2.179
C 4.999 -2.089 2.788
C 4.692 -3.281 3.400
C 3.360 -3.747 3.403
C 2.378 -2.997 2.842
C 2.627 -1.710 2.240
O 1.631 -1.043 1.837
N 5.719 -4.053 4.043
O 6.863 -3.620 4.040
O 5.404 -5.114 4.565
H 5.588 0.052 1.658
H 6.031 -1.759 2.779
H 3.150 -4.699 3.870
H 1.347 -3.330 2.848
O 0.192 -3.458 -3.306
C -0.509 -2.820 -2.563
O 1.430 -2.576 -1.088
C -1.975 -2.656 -2.808
C -2.596 -3.657 -3.552
C -3.970 -3.659 -3.726
C -4.735 -2.647 -3.171
C -4.102 -1.640 -2.457
C -2.731 -1.619 -2.272
N -4.914 -0.577 -1.855
O -6.125 -0.696 -1.903
O -4.329 0.357 -1.342
H -1.978 -4.438 -3.976
H -4.450 -4.446 -4.291
H -5.808 -2.617 -3.283
H -2.268 -0.809 -1.729
```

Here are the Löwdin charges for atoms 1 to 4, given in e: atom 1 (Pb): 1.559, atom 2 (C): -0.084, atom 3 (C): -0.070, atom 4 (C): -0.031